1.
The ion CH6N2P with charge +1 in a non-equilibrium geometry. Source: the OMol25 dataset; level of theory: ωB97M-V/def2-TZVPD.

As for the SMILES: N/C=[NH+]/P. As for the energy relative to the best compared isomer or geometry (same formula, charge and spin): 0.485 eV. As for the total charge: +1.

```
10
CH6N2P ωB97M-V/def2-TZVPD
N 1.73187 -0.16576 0.33980
C 0.52926 0.26660 0.27049
N -0.48398 -0.52217 0.12080
P -2.28129 -0.01730 0.21510
H 2.59168 0.35243 0.49618
H 2.07535 -1.16857 0.47481
H 0.47252 1.29118 0.19834
H -0.35650 -1.61836 0.01115
H -2.47438 0.06117 -1.30866
H -2.16194 1.35708 0.16573
```

=====

2.
A cluster of 2 separate species, CH6N2S in total in a non-equilibrium geometry. Source: the OMol25 dataset; level of theory: ωB97M-V/def2-TZVPD.

As for the energy relative to the best compared isomer or geometry (same formula, charge and spin): 4.299 eV.

```
10
CH6N2S ωB97M-V/def2-TZVPD
C 1.70804 0.29838 0.41386
N -2.04486 0.97575 -0.44791
N -1.06524 -1.43697 -0.21886
S -1.15055 0.12873 0.57478
H 1.80837 1.43066 0.66955
H 1.92205 0.06982 -0.53724
H 1.95785 -0.37069 1.18552
H -2.05590 1.89949 -0.23195
H -1.03087 -1.40762 -1.27125
H -0.04888 -1.58754 -0.13651
```